ORCA calculation (ωB97M-V/def2-TZVPD) on 23 unconnected molecules or ions with the total composition C20H86O33 at a distorted geometry.

Results
E_HOMO: -9.6102 eV
Relative energy (zero: lowest compared OMol25 entry of this formula, charge and spin): 0.8 kcal/mol
Frontier orbital gap: 9.21 eV
Maximum force: 3.48 eV/Å

Each line ends with the Mulliken charge.
Geometry (Å):
1 O 18.1619 8.8301 21.0449  -0.689
2 H 17.7990 9.4524 21.6752  0.277
3 H 17.4522 8.6796 20.4205  0.322
4 O 19.6779 11.4913 17.6144  -0.342
5 H 18.7284 11.3990 17.6920  0.260
6 H 20.0144 11.2420 18.4752  0.162
7 O 16.5877 8.5549 17.4997  -0.298
8 H 16.3006 9.2028 16.8563  0.061
9 H 17.0573 7.8980 16.9857  0.114
10 O 15.0104 12.4943 19.7265  -0.280
11 H 14.1110 12.4610 19.4006  0.251
12 H 15.0245 13.2488 20.3154  0.220
13 O 15.0026 15.4155 20.5645  -0.658
14 H 14.1306 15.0725 20.7599  0.280
15 H 14.8897 15.9100 19.7528  0.325
16 O 12.5583 9.8400 18.5891  -0.499
17 H 11.8452 9.2408 18.8096  0.250
18 H 13.2848 9.2678 18.3422  0.228
19 O 20.3917 10.1080 20.0257  -0.437
20 H 21.2476 10.3564 20.3750  0.240
21 H 19.9532 9.6693 20.7547  0.236
22 O 17.8402 15.3270 21.1875  -0.539
23 H 17.9823 14.5403 21.7139  0.271
24 H 16.8928 15.4625 21.2094  0.259
25 O 12.4598 12.9421 18.4920  -0.683
26 H 12.1099 13.2471 17.6549  0.297
27 H 12.4949 11.9896 18.4047  0.261
28 O 14.3708 15.3694 15.6095  -0.451
29 H 15.0136 15.4639 14.9065  0.245
30 H 13.5699 15.0894 15.1663  0.231
31 O 20.3458 10.0333 14.6735  -0.459
32 H 19.9336 10.6735 15.2536  0.139
33 H 21.0128 9.6125 15.2159  0.141
34 O 16.9226 12.0822 17.3414  0.275
35 H 17.2872 12.9585 17.4651  0.352
36 H 16.3151 11.9696 18.0726  -0.058
37 O 14.0880 9.5352 21.8357  -0.668
38 H 14.9218 9.1409 21.5796  0.317
39 H 13.9163 10.1926 21.1614  0.309
40 C 21.7912 16.5657 16.4550  -0.290
41 C 23.2667 16.7923 16.0777  -0.143
42 O 23.6484 18.1790 15.7613  -0.540
43 O 21.0209 16.8989 15.2612  -0.513
44 H 21.4232 17.1794 17.2772  0.429
45 H 21.4111 15.5762 16.7088  0.053
46 H 23.3875 16.2691 15.1291  0.208
47 H 23.9092 16.2901 16.8010  0.214
48 H 23.0490 18.8253 16.1414  0.318
49 H 21.2234 17.8048 15.0164  0.306
50 C 20.9813 6.6255 17.5314  -0.311
51 C 21.9722 6.7399 16.3200  -0.504
52 O 21.4723 5.9995 15.2146  -0.579
53 O 19.9120 7.5291 17.1924  0.087
54 H 21.6032 6.9548 18.3639  0.315
55 H 20.4950 5.6638 17.6949  0.237
56 H 22.8550 6.1518 16.5708  0.423
57 H 22.2658 7.7713 16.1248  0.091
58 H 20.6632 6.4965 15.0732  0.319
59 H 19.5502 7.9044 17.9986  0.029
60 C 21.0435 13.7389 14.1801  0.928
61 C 21.6961 12.9811 13.0201  -0.861
62 O 20.7983 11.9279 12.6208  -0.558
63 O 19.9741 14.7040 13.7099  -0.584
64 H 21.7143 14.4272 14.6943  -0.324
65 H 20.6402 13.1005 14.9661  -0.087
66 H 22.7314 12.7542 13.2745  0.319
67 H 22.0265 13.7567 12.3292  0.476
68 H 20.5248 11.4139 13.3841  0.270
69 H 20.0562 15.4574 14.2993  0.358
70 C 16.9970 15.7663 17.5099  -0.117
71 C 17.6679 17.1044 17.8057  -0.462
72 O 17.3820 17.3856 19.1012  -0.629
73 O 17.6696 14.6551 17.9711  -0.469
74 H 16.9640 15.7337 16.4209  0.170
75 H 15.9408 15.7444 17.7781  -0.008
76 H 17.5197 17.9331 17.1134  0.442
77 H 18.7514 16.9888 17.8313  0.088
78 H 17.9778 16.8738 19.6532  0.330
79 H 17.5833 14.6146 18.9264  0.124
80 C 11.9126 18.9271 17.4874  -0.592
81 C 12.4123 17.6439 16.8828  -0.256
82 O 13.4446 17.1266 17.7320  -0.304
83 O 12.7029 20.0593 17.4475  -0.532
84 H 11.7858 18.7135 18.5488  0.296
85 H 10.9587 19.1058 16.9912  0.340
86 H 12.9093 17.8969 15.9463  0.318
87 H 11.5444 16.9940 16.7713  0.344
88 H 13.5610 16.2616 17.3323  0.058
89 H 13.5771 19.7867 17.7356  0.315
90 C 13.9690 10.1796 15.5746  0.156
91 C 12.4993 10.5498 15.2387  -0.664
92 O 12.1186 9.9689 13.9888  -0.523
93 O 13.8403 8.8438 16.1078  -0.529
94 H 14.3354 10.7834 16.4049  -0.008
95 H 14.5526 10.1579 14.6543  0.321
96 H 12.5083 11.6180 15.0219  0.282
97 H 11.8778 10.5097 16.1332  0.398
98 H 11.1710 10.1124 13.9337  0.314
99 H 14.0182 8.2939 15.3412  0.251
100 C 16.9800 5.7133 19.6948  -0.189
101 C 15.8371 6.4698 20.3076  -0.493
102 O 15.9720 7.9009 20.1110  -0.009
103 O 18.2949 6.0113 20.3347  -0.568
104 H 17.2029 5.7016 18.6279  0.019
105 H 16.8876 4.6448 19.8893  0.385
106 H 15.7588 6.2145 21.3644  0.300
107 H 14.8585 6.1899 19.9177  0.360
108 H 15.9192 8.0914 19.1716  0.075
109 H 18.3279 6.8698 20.7629  0.382
110 C 17.4707 11.4926 13.3397  0.070
111 C 17.8824 10.7016 12.1425  -0.496
112 O 18.4962 11.3897 11.0989  -0.626
113 O 17.0733 10.8082 14.5242  -0.396
114 H 16.5883 12.0352 13.0006  0.328
115 H 18.2941 12.1823 13.5254  0.095
116 H 16.9543 10.2632 11.7755  0.432
117 H 18.5934 9.9291 12.4353  0.049
118 H 19.3010 11.7536 11.4750  0.463
119 H 16.5860 11.3794 15.1224  -0.011
120 C 17.4967 7.1483 14.6947  0.585
121 C 18.2184 7.0820 13.3752  -0.680
122 O 19.5950 7.3312 13.6953  -0.577
123 O 17.5834 5.9993 15.5043  -0.587
124 H 16.4334 7.3829 14.7451  0.306
125 H 17.9213 8.0282 15.1779  -0.150
126 H 17.8880 7.8497 12.6754  0.129
127 H 18.0310 6.2007 12.7619  0.297
128 H 19.7980 8.2686 13.6544  0.262
129 H 18.4504 5.6195 15.3440  0.351
130 C 22.9136 14.5281 19.4833  -0.540
131 C 21.3866 14.6337 19.6889  0.180
132 O 20.7507 13.3507 19.8575  -0.423
133 O 23.1639 13.9614 18.1745  -0.490
134 H 23.4808 13.9673 20.2262  0.414
135 H 23.3118 15.5416 19.5331  0.378
136 H 21.0805 15.2539 18.8464  -0.327
137 H 21.1424 15.1441 20.6205  0.371
138 H 20.3274 13.1807 19.0128  0.270
139 H 24.0923 14.0836 17.9630  0.255

Atoms 1-3, force components in eV/Å:
O 1.30 0.36 0.75
H -0.12 0.09 0.24
H -0.72 -0.26 -0.39